Entry 1
DFT (ωB97M-V with the def2-TZVPD basis set) results for an isolated ion of composition C5H6N5O2 and charge +1.

Positions of all 18 atoms, in Å:
N1 1.61119 2.56868 -0.08092
C1 0.93074 1.51349 0.34738
O1 1.38927 0.77672 1.18001
N2 -0.26048 1.17050 -0.33601
N3 -0.89889 0.00384 -0.08772
C2 -2.18424 -0.30425 0.03967
C3 -2.27916 -1.63832 0.34971
N4 -1.06741 -2.19121 0.19164
C4 -0.17998 -1.22820 -0.03663
N5 1.13075 -1.45219 -0.23822
C5 2.25669 -0.98183 -0.20590
O2 3.38986 -0.80135 -0.30284
H1 1.10082 3.41287 -0.36709
H2 2.52412 2.77237 0.29979
H3 -0.26755 1.40289 -1.38654
H4 -3.09656 0.28760 -0.01487
H5 -3.23297 -2.13433 0.41816
H6 -0.86619 -3.17729 0.23036

The calculation puts the LUMO energy at -3.59 eV. The calculation puts the highest occupied orbital energy at -13.4 eV. Its net charge is +1. The structure (SMILES) is NC(=O)Nn1cc[nH]c1=[N+]=C=O. The calculation puts the frontier orbital gap at 9.8 eV.

Entry 2
DFT (ωB97M-V with the def2-TZVPD basis set) results for an isolated ion of composition C5H6N5O2 and charge +1.

Positions of all 18 atoms, in Å:
H1 -1.28635 -1.85522 -1.45355
N1 -0.48224 -1.35731 -1.12446
C1 -0.47518 -0.45885 -0.27018
C2 -1.88227 0.30627 0.30640
N2 -3.10209 0.09706 -0.11944
N3 -1.34729 1.30651 0.99025
O1 0.10908 1.24583 1.19204
C3 0.64667 0.53076 -0.00545
C4 2.18591 -0.12373 0.13587
C5 3.20782 0.68837 -0.38090
N4 3.98482 1.45129 -0.70750
N5 2.18563 -1.33573 0.38444
O2 1.28448 -2.09421 0.68209
H2 -3.13261 -0.65636 -0.74557
H3 -3.96516 0.58742 0.24090
H4 -1.75006 2.13291 1.40183
H5 0.64182 1.21901 -0.75708
H6 3.17701 -1.68401 0.23030

The calculation puts the LUMO energy at -4.47 eV. The calculation puts the highest occupied orbital energy at -13.4 eV. Its net charge is +1. The structure (SMILES) is [H]/N=C1\C(=[NH2+])NO[C@H]1/C(C#N)=[NH+]\[O-]. The calculation puts the frontier orbital gap at 8.9 eV.

Computed relative energies in units of kcal/mol: entry 1 0.0; entry 2 151.1

Entry 1
DFT (ωB97M-V with the def2-TZVPD basis set) results for the molecule C7H6.

Positions of all 13 atoms, in Å:
C1 -0.70899 -0.00077 1.64011
C2 -0.32615 1.29525 1.67986
C3 -0.37282 -0.65849 0.47470
C4 0.58854 0.71142 -0.42051
C5 0.44317 1.66434 0.49439
C6 0.13101 -0.55187 -0.80208
C7 0.42133 -1.46389 -1.92451
H1 -1.37279 -0.36818 2.38160
H2 -0.74487 1.67920 2.56110
H3 0.69430 2.75675 0.43099
H4 0.83964 -2.29836 -1.43430
H5 0.94924 -0.93790 -2.70120
H6 -0.54162 -1.82750 -2.38014

The calculation puts the LUMO energy (spin up / spin down) at 1.02 / -1.22 eV. The calculation puts the highest occupied orbital energy (spin up / spin down) at -5.8 / -9.0 eV. As for the spin multiplicity: 3. The calculation puts the frontier orbital gap (spin up / spin down) at 6.8 / 7.8 eV.

Entry 2
DFT (ωB97M-V with the def2-TZVPD basis set) results for the molecule C7H6.

Positions of all 13 atoms, in Å:
C1 -1.73916 0.14178 0.00896
C2 -1.55583 1.38732 -0.16478
C3 -1.32834 -1.29006 -0.02350
C4 1.31687 1.25908 0.28219
C5 0.27007 -0.81161 0.16664
C6 0.92421 0.16168 -0.74574
C7 -0.10336 0.72053 0.13379
H1 -1.56164 -1.81770 0.92208
H2 -1.68154 -1.75853 -0.82962
H3 1.89194 0.88386 1.10819
H4 1.56395 2.22727 -0.03214
H5 0.93250 -1.13734 1.02961
H6 1.07034 0.03372 -1.85569

The calculation puts the LUMO energy (spin up / spin down) at 0.96 / -2.48 eV. The calculation puts the highest occupied orbital energy (spin up / spin down) at -5.2 / -9.5 eV. As for the spin multiplicity: 3. The calculation puts the frontier orbital gap (spin up / spin down) at 6.2 / 7.1 eV.

Computed relative energies in units of kcal/mol: entry 1 0.0; entry 2 102.8